# 1
{"formula": "C6H13N", "method": "ωB97M-V/def2-TZVPD", "species": ["H", "H", "H", "H", "C", "H", "C", "C", "C", "H", "H", "C", "C", "H", "H", "H", "H", "H", "N", "H"], "coordinates": [[-1.76, -0.81, -1.21], [2.21, 0.48, 2.79], [-3.04, 0.27, -0.66], [-1.11, -1.37, 1.03], [-0.98, 0.88, -0.43], [-2.29, -0.26, 1.79], [-2.08, -0.14, -0.40], [-2.08, -0.89, 0.93], [0.34, 0.50, -0.42], [1.87, -2.09, 0.82], [-1.26, 1.93, -0.55], [0.82, -0.82, -0.26], [1.40, 1.58, -0.65], [2.41, 1.17, -0.70], [2.63, -0.11, 2.87], [-2.85, -1.68, 0.93], [1.26, 2.12, -1.59], [1.41, 2.40, 0.07], [2.06, -1.18, 0.37], [1.95, -0.73, -0.74]], "gap_ha": 0.2425, "relative_energy_kcal_mol": 173.3}

---

# 2
{"formula": "C23H18F3N4O3PtS3", "method": "ωB97M-V/def2-TZVPD", "species": ["C", "C", "C", "H", "O", "N", "C", "H", "H", "H", "H", "C", "H", "F", "F", "C", "C", "H", "C", "O", "Pt", "H", "H", "C", "C", "S", "N", "H", "C", "C", "C", "H", "C", "S", "S", "C", "H", "H", "H", "N", "C", "C", "F", "O", "C", "N", "H", "C", "H", "H", "C", "H", "C", "C", "C"], "coordinates": [[-0.81, -1.98, -2.17], [-2.31, -0.15, 3.40], [-0.14, -1.41, -3.24], [-0.96, -3.63, -0.80], [-2.41, 0.06, -2.20], [-1.71, -0.84, 0.05], [0.95, -2.07, -3.77], [-4.01, -0.41, 4.67], [5.34, 0.92, 3.58], [-4.45, -1.58, 0.55], [-0.48, -0.46, -3.65], [-0.41, -3.19, -1.63], [0.99, -4.80, -1.77], [-1.04, 3.66, -3.13], [-0.65, 5.68, -2.46], [0.68, -3.84, -2.18], [1.38, -3.29, -3.25], [1.48, -1.64, -4.61], [-1.37, 4.88, 0.06], [1.16, 0.94, 2.20], [-0.18, 0.28, 0.81], [3.27, -3.33, -4.28], [-1.64, 0.25, 4.16], [3.34, 0.96, 2.91], [-1.68, 4.48, 1.35], [-2.21, -1.16, -1.50], [2.41, 0.42, 2.09], [-1.66, 2.80, 2.71], [-2.54, -0.80, 1.16], [-3.86, -1.19, 1.36], [4.93, -0.58, 2.07], [-5.40, -1.33, 2.82], [2.66, -0.61, 1.28], [0.34, 1.41, -1.17], [1.43, -1.28, 0.25], [-1.43, 3.18, 1.72], [4.18, -1.93, 0.59], [-2.11, 5.18, 2.06], [2.20, -4.66, -4.68], [-0.92, 2.31, 0.85], [-4.37, -1.04, 2.63], [-3.61, -0.52, 3.68], [0.93, 4.20, -2.41], [-3.29, -2.10, -1.36], [-0.39, 4.39, -2.22], [-1.80, -0.31, 2.18], [3.04, -4.66, -3.13], [2.54, -4.02, -3.86], [5.94, -0.97, 2.05], [2.97, 1.78, 3.52], [-0.54, 2.70, -0.38], [-1.57, 5.90, -0.26], [-0.78, 4.00, -0.82], [4.61, 0.48, 2.92], [3.97, -1.11, 1.26]], "gap_ha": 0.2637, "charge": 1, "relative_energy_kcal_mol": 8.2}

---

# 3
{"formula": "C10H16", "method": "ωB97M-V/def2-TZVPD", "species": ["H", "H", "H", "H", "H", "H", "C", "C", "C", "H", "C", "H", "C", "H", "H", "C", "C", "H", "C", "C", "H", "C", "H", "H", "H", "H"], "coordinates": [[1.20, 0.22, -3.12], [0.01, -3.22, 2.49], [0.80, -1.75, 2.26], [2.99, 2.06, -2.88], [-1.67, -0.69, 2.09], [-0.18, -2.28, 0.91], [2.52, 2.36, -0.80], [0.43, 1.37, -0.02], [-0.71, -0.46, -1.38], [-0.64, -0.62, -2.45], [-0.13, -2.24, 1.99], [1.55, 3.02, 0.95], [0.35, 0.60, -1.23], [-0.37, -1.35, -0.81], [-2.09, -2.47, 2.72], [2.40, 1.67, -2.09], [1.45, 2.35, 0.12], [-2.38, -0.79, -0.10], [1.25, 0.89, -2.21], [-2.14, -0.07, -0.91], [-0.32, 1.29, 0.75], [-1.37, -1.64, 2.59], [3.55, 2.55, -0.54], [-1.31, -1.29, 3.62], [-2.30, 0.79, -0.28], [-2.87, -0.30, -1.71]], "gap_ha": [0.1051, 0.2421], "charge": -1, "multiplicity": 2, "relative_energy_kcal_mol": 37.5}

---

# 4
{"formula": "C22H18BrF6NO4PtS2", "method": "ωB97M-V/def2-TZVPD", "species": ["H", "C", "C", "H", "S", "H", "O", "H", "C", "C", "C", "H", "H", "H", "C", "C", "H", "F", "Pt", "O", "F", "C", "F", "H", "C", "H", "Br", "C", "H", "O", "S", "H", "H", "C", "H", "H", "C", "O", "C", "F", "C", "H", "C", "C", "C", "C", "H", "F", "C", "C", "F", "H", "N", "C", "C"], "coordinates": [[2.05, 2.84, -1.40], [-1.88, -1.60, 2.02], [4.12, 3.16, -0.95], [-0.85, 2.40, 0.78], [-2.40, -1.40, -3.17], [1.68, 0.10, -0.82], [-2.67, -1.61, -1.77], [0.28, 3.32, -0.20], [0.77, 0.58, -0.41], [-0.02, -2.70, 0.96], [-2.70, -2.53, 4.18], [-2.60, -3.30, 4.94], [5.68, 2.07, 1.84], [4.32, 3.68, -1.88], [-1.83, -2.59, 3.06], [-0.93, -1.64, 0.92], [0.72, -4.50, 1.88], [2.33, 0.08, -4.79], [-0.78, -0.45, -0.65], [0.98, -1.94, -3.28], [-4.90, -0.67, -3.40], [1.03, 0.38, -4.57], [-3.55, 0.99, -3.04], [6.16, 3.30, -0.26], [-3.68, -0.17, -3.68], [-0.89, -4.39, 3.78], [-3.29, 0.72, 0.90], [2.84, 2.70, -0.68], [0.72, -2.76, 0.17], [-0.10, -1.76, -5.48], [0.14, -1.20, -4.18], [1.30, 1.54, 2.92], [1.50, -0.07, 2.17], [4.88, 2.25, 1.12], [3.42, 1.24, 2.30], [0.38, 3.43, 1.57], [3.60, 1.79, 1.39], [-2.57, -2.51, -4.06], [-2.91, -0.61, 2.19], [-3.63, 0.06, -5.00], [-3.61, -1.53, 4.31], [-0.09, 0.66, 2.28], [-3.72, -0.57, 3.29], [-0.01, -3.69, 1.95], [5.16, 2.94, -0.05], [-0.89, -3.64, 2.99], [-4.46, 0.22, 3.37], [0.55, 0.91, -5.70], [0.96, 0.88, 2.12], [0.18, 2.76, 0.73], [0.97, 1.29, -3.62], [-4.26, -1.48, 5.18], [-1.14, -0.53, -3.50], [1.12, 1.54, 0.74], [2.55, 2.01, 0.50]], "gap_ha": [0.1587, 0.1587], "charge": -2, "relative_energy_kcal_mol": 31.8}

---

# 5
{"formula": "C12H17N", "method": "ωB97M-V/def2-TZVPD", "species": ["C", "H", "C", "C", "H", "H", "H", "C", "H", "C", "H", "C", "H", "H", "H", "C", "C", "H", "C", "H", "N", "C", "H", "H", "H", "C", "H", "C", "H", "H"], "coordinates": [[2.26, 1.58, 0.41], [0.65, 2.91, 1.02], [-3.71, -0.04, -0.01], [-2.44, -0.10, -0.69], [2.82, 1.84, -0.46], [-0.49, -3.51, 1.59], [2.15, 3.38, 1.89], [3.15, 0.70, 1.36], [3.94, 1.24, 2.06], [-0.31, -0.90, -1.31], [3.61, -0.02, 0.77], [-0.39, -2.87, 0.63], [1.27, 1.07, 0.27], [-0.05, 0.39, -2.86], [-2.21, -1.89, 1.33], [1.75, 2.96, 0.91], [-1.45, -1.05, -0.44], [2.59, 0.00, 1.98], [0.55, -2.94, -0.45], [1.48, -3.56, -0.56], [-0.43, 0.36, -1.92], [-1.90, 0.79, -1.59], [1.74, 3.83, 0.14], [1.45, -1.91, -2.14], [-3.90, -0.84, 0.77], [-1.41, -1.92, 0.65], [-2.62, 1.56, -1.79], [0.61, -1.87, -1.36], [-4.58, -0.09, -0.75], [-4.12, 0.91, 0.55]], "gap_ha": 0.3270, "relative_energy_kcal_mol": 81.8}

---

# 6
{"formula": "C6H12N", "method": "ωB97M-V/def2-TZVPD", "species": ["H", "H", "H", "N", "H", "H", "C", "C", "H", "H", "C", "H", "H", "C", "H", "C", "H", "C", "H"], "coordinates": [[1.79, 1.41, 0.41], [-0.39, 2.64, -0.17], [0.18, -2.54, 0.61], [-0.53, -0.70, -0.13], [2.24, -0.70, 1.30], [-2.16, -2.09, -0.60], [2.02, -0.81, 0.26], [-0.61, 1.73, 0.38], [-0.19, 1.87, 1.36], [-2.31, -1.11, 0.92], [1.54, 0.60, -0.36], [2.41, -1.29, -0.61], [-2.44, -0.32, -0.65], [0.48, -1.49, 0.22], [-0.37, 0.85, -1.54], [-0.04, 0.59, -0.52], [-1.74, 1.60, 0.49], [-1.92, -1.11, -0.07], [2.05, 0.85, -1.31]], "gap_ha": 0.4010, "charge": 1, "relative_energy_kcal_mol": 38.0}

---

# 7
{"formula": "C8H9NO2S", "method": "ωB97M-V/def2-TZVPD", "species": ["C", "H", "C", "C", "H", "O", "C", "H", "C", "H", "C", "H", "S", "H", "H", "C", "N", "H", "H", "C", "O"], "coordinates": [[1.89, 1.60, 0.22], [-4.01, 0.37, 0.83], [-1.48, -0.78, 0.91], [2.76, 0.42, 0.53], [2.58, 0.08, 1.51], [0.98, 2.03, 0.83], [-1.36, 0.22, -1.28], [0.48, -0.47, -2.30], [-2.12, 0.08, -0.05], [0.19, -1.61, 1.74], [-0.13, -1.12, 0.84], [-1.65, 0.92, -2.08], [2.29, -1.13, -0.62], [-1.96, -0.90, 1.83], [3.78, 0.56, 0.19], [-0.14, -0.38, -1.39], [-3.42, 0.47, 0.03], [-3.97, 0.72, -0.80], [2.14, 2.08, -0.78], [0.52, -0.80, -0.30], [2.61, -2.36, 0.14]], "gap_ha": [0.1932, 0.2545], "multiplicity": 3, "relative_energy_kcal_mol": 63.1}

---

# 8
{"formula": "C6H12O", "method": "ωB97M-V/def2-TZVPD", "species": ["H", "C", "H", "H", "H", "C", "H", "O", "C", "H", "H", "C", "H", "H", "H", "C", "H", "H", "C"], "coordinates": [[-1.85, 0.89, -1.29], [2.87, -0.44, -0.07], [1.37, -0.70, 1.55], [-3.19, 0.55, 1.46], [0.55, 0.54, -1.15], [-3.18, 0.48, 0.37], [3.69, -0.59, 0.61], [-0.84, 0.03, 0.30], [1.98, -1.62, -0.38], [-3.39, -0.56, 0.10], [3.07, 0.27, -0.87], [1.47, -0.50, 0.48], [0.63, 1.48, 0.35], [-3.98, 1.12, -0.03], [2.20, -2.57, 0.08], [0.45, 0.46, -0.05], [1.57, -1.69, -1.39], [-1.61, 1.94, 0.12], [-1.84, 0.91, -0.18]], "gap_ha": 0.4025, "relative_energy_kcal_mol": 33.6}